1.
Computed, not measured: a 3-piece molecular cluster, C27H55BN2O5 overall, with ωB97M-V/def2-TZVPD.

Structure (XYZ):
```
90
Properties=species:S:1:pos:R:3:forces:R:3
C 3.7313 3.9571 0.0134 0.7 0.7 -0.4
C 2.8996 5.1678 -0.6589 1.5 1.0 0.3
O 1.4494 4.9677 -0.6346 0.5 -3.4 -1.1
B 1.1014 3.6747 -1.2226 0.5 0.5 -0.7
O 1.7537 3.1299 -2.4030 -1.5 1.7 1.1
C -0.0537 2.7237 -0.5159 -1.0 -0.2 -0.5
C -0.8277 1.8275 -1.5886 -2.0 -1.4 -3.1
N -1.4743 1.2626 -2.4506 3.8 3.1 4.9
C -1.1444 3.7236 0.1688 -1.2 -0.4 0.4
C -2.6529 3.2094 -0.0054 -3.3 -1.0 -0.9
N -3.7843 2.8325 -0.2320 6.3 2.1 1.4
C 0.6909 1.7919 0.5793 -0.8 0.1 0.4
C -0.3279 0.8586 1.4354 1.3 -0.9 0.3
C 0.0138 -0.7023 1.0934 -0.9 0.9 0.0
C -0.7621 -1.7087 2.0912 -0.1 -0.4 -1.1
C -0.9172 -3.1486 1.3554 0.5 -0.3 0.4
C -0.3107 -4.3719 2.2459 0.3 0.1 0.0
C 1.0324 -5.0191 1.5834 -1.2 0.0 -0.5
C 0.6910 -5.7388 0.1850 0.0 -0.3 0.0
C 1.9705 -5.9901 -0.7736 -1.4 0.0 -0.7
C 2.1458 -4.6828 -1.7051 0.6 -0.5 -0.9
C 3.6362 -4.0747 -1.7657 -0.5 1.3 -0.1
C 4.4183 -4.0390 -0.3598 1.1 -1.4 -0.7
O 5.3473 -2.9016 -0.2597 -1.9 -0.2 0.7
C 4.6442 -1.7089 0.2048 -0.4 0.0 -0.4
H 3.1770 3.4249 0.8673 0.7 0.8 -1.5
H 4.0965 3.2361 -0.8120 -0.8 0.9 1.5
H 4.6770 4.4241 0.4893 -1.5 -0.8 -0.8
H 3.1331 6.1376 -0.0620 -0.8 -1.7 -0.9
H 3.2820 5.3824 -1.7351 -0.8 -0.6 1.8
H 1.2287 3.3987 -3.2017 0.8 -0.6 0.9
H -1.1035 4.7844 -0.2777 -0.1 -1.8 0.7
H -0.8936 3.7886 1.2963 -0.6 0.0 -1.8
H 1.4622 1.1108 0.0499 -1.1 1.3 0.9
H 1.1944 2.5122 1.3292 -0.5 -1.1 -1.4
H -0.0806 0.9851 2.5599 -0.6 0.0 -1.8
H -1.4360 1.1052 1.2586 1.7 -0.4 0.2
H 1.1519 -0.8807 1.1303 -1.7 0.3 0.1
H -0.2945 -0.8463 -0.0125 0.3 -0.1 1.8
H -1.8281 -1.3217 2.3031 1.8 -0.4 -0.1
H -0.1629 -1.8536 3.0643 -1.1 0.5 -1.4
H -2.0235 -3.4019 1.1194 1.9 0.7 0.3
H -0.3197 -3.0671 0.3642 -1.1 -0.3 1.5
H -0.0210 -3.9970 3.3036 -0.6 -0.5 -1.7
H -1.1506 -5.1461 2.3961 1.5 0.9 -0.3
H 1.4700 -5.8156 2.2830 -0.4 1.4 -0.9
H 1.7589 -4.1406 1.3857 -1.0 -1.5 0.5
H -0.0803 -5.0880 -0.3889 1.4 -1.1 0.8
H 0.1709 -6.7548 0.3520 0.8 1.6 0.1
H 1.6720 -6.8748 -1.4678 0.6 1.5 1.2
H 2.9168 -6.3287 -0.2253 -1.4 0.7 -0.6
H 1.8871 -5.0139 -2.7903 0.3 0.7 1.8
H 1.3665 -3.8738 -1.4442 1.4 -1.2 -0.1
H 3.5226 -2.9650 -2.1005 0.2 -1.8 0.5
H 4.2675 -4.5759 -2.6015 -1.0 0.7 1.7
H 3.7433 -4.1301 0.5616 0.8 0.4 -1.4
H 5.1069 -4.9752 -0.3446 -1.1 1.6 0.1
H 5.0392 -1.3486 1.2300 -0.5 -0.6 -1.7
H 3.5282 -1.9971 0.3124 1.6 0.9 -0.1
H 4.7842 -0.8938 -0.6075 -0.4 -1.2 1.5
C -0.9387 6.7112 5.2190 0.0 0.0 0.1
C -1.3482 5.7833 4.0874 0.0 0.0 0.1
O -1.6916 4.4738 4.5226 0.2 -0.2 -0.1
C -2.7785 4.3758 5.4352 -0.1 0.0 0.0
C -4.0844 4.9212 4.8828 0.0 0.1 -0.1
H -0.0910 6.2911 5.7700 -0.1 0.1 -0.1
H -0.6519 7.6899 4.8243 0.0 -0.1 0.0
H -1.7487 6.8645 5.9340 0.0 0.1 -0.1
H -0.5039 5.6722 3.4015 -0.1 -0.2 0.1
H -2.1665 6.2137 3.5016 0.0 0.1 0.0
H -2.5193 4.8578 6.3837 0.0 0.1 0.0
H -2.9054 3.3118 5.6558 0.2 0.1 -0.1
H -4.0178 5.9860 4.6507 0.0 0.0 0.1
H -4.8897 4.7858 5.6090 0.1 0.0 0.0
H -4.3550 4.4014 3.9592 0.0 0.0 0.1
C -3.1913 -1.2361 -3.7252 -0.1 -0.1 0.0
C -2.2218 -1.1388 -4.8906 -0.1 0.0 0.1
O -1.6882 -2.3956 -5.2928 0.2 -0.1 -0.1
C -2.6273 -3.3695 -5.7290 0.0 0.1 0.0
C -3.4440 -2.9281 -6.9315 0.0 0.1 -0.1
H -2.7058 -1.7034 -2.8621 0.0 0.1 -0.1
H -3.5407 -0.2416 -3.4365 0.1 -0.1 0.0
H -4.0675 -1.8388 -3.9725 0.0 0.0 0.0
H -1.3719 -0.5217 -4.5893 0.0 -0.2 -0.1
H -2.6827 -0.6327 -5.7449 -0.1 0.0 0.0
H -3.2767 -3.6659 -4.8984 -0.1 0.0 0.0
H -2.0507 -4.2588 -6.0009 0.1 0.2 0.1
H -4.0476 -2.0446 -6.7143 0.0 -0.1 0.0
H -4.1200 -3.7274 -7.2457 0.1 0.0 0.0
H -2.7861 -2.6769 -7.7685 0.0 -0.1 0.1
```
Forces are in eV/Å.

Charge: 0
Gap between HOMO and LUMO, eV: 9.49
Energy, eV: -42779.7974
SMILES: CCOB(O)[C@](C#N)(CC#N)CCCCCCCCCCCCOC.CCOCC.CCOCC

Population analysis type Löwdin, resulting atomic charges in e:
1. C -0.0802
2. C -0.2174
3. O -0.0149
4. B -0.4624
5. O 0.0799
6. C -0.2659
7. C -0.1089
8. N 0.1797
9. C -0.0845
10. C -0.1826
11. N 0.1156
12. C -0.1360
13. C -0.1736
14. C -0.2131
15. C -0.1960
16. C -0.2015
17. C -0.2066
18. C -0.2013
19. C -0.2272
20. C -0.2019
21. C -0.2028
22. C -0.1727
23. C -0.2308
24. O -0.2460
25. C -0.1191
26. H 0.0769
27. H 0.0935
28. H 0.0883
29. H 0.1312
30. H 0.1356
31. H 0.1322
32. H 0.1297
33. H 0.1316
34. H 0.1345
35. H 0.1179
36. H 0.1206
37. H 0.1116
38. H 0.1064
39. H 0.1140
40. H 0.1153
41. H 0.1074
42. H 0.1162
43. H 0.0849
44. H 0.0999
45. H 0.1064
46. H 0.1128
47. H 0.0974
48. H 0.1026
49. H 0.1114
50. H 0.1089
51. H 0.1071
52. H 0.1148
53. H 0.1015
54. H 0.1152
55. H 0.1199
56. H 0.1015
57. H 0.1309
58. H 0.0973
59. H 0.0798
60. H 0.0999
61. C -0.0801
62. C -0.2879
63. O -0.1720
64. C -0.2780
65. C -0.0791
66. H 0.0836
67. H 0.0784
68. H 0.0659
69. H 0.1109
70. H 0.1057
71. H 0.1053
72. H 0.1190
73. H 0.0652
74. H 0.0785
75. H 0.0828
76. C -0.1002
77. C -0.2862
78. O -0.1669
79. C -0.2848
80. C -0.0852
81. H 0.0763
82. H 0.0598
83. H 0.0619
84. H 0.0970
85. H 0.1044
86. H 0.1038
87. H 0.1163
88. H 0.0642
89. H 0.0754
90. H 0.0808

***

2.
Computed, not measured: an isolated molecule of C3H4O2, with ωB97M-V/def2-TZVPD.

Structure (XYZ):
```
9
Properties=species:S:1:pos:R:3:forces:R:3
O -0.9266 1.9709 -0.5033 0.9 -3.0 0.0
C -0.7355 0.7619 -0.5749 -1.9 0.7 -1.4
C -0.2259 -0.2716 0.4484 -2.2 5.6 3.1
C 1.1650 -0.4230 0.2332 1.0 -6.3 -3.3
O 1.4200 -1.4320 -0.5356 0.5 4.2 2.8
H -1.1075 0.0560 -1.4310 0.5 1.9 0.3
H -0.8207 -1.0583 0.2264 -1.1 -3.0 -0.6
H -0.6399 0.1846 1.4241 1.3 -0.7 -0.9
H 1.8710 0.2114 0.7127 1.0 0.6 0.0
```
Forces are in eV/Å.

Charge: 0
Gap between HOMO and LUMO, eV: 10.07
Energy, eV: -7268.5266
SMILES: O=CCC=O

Population analysis type Löwdin, resulting atomic charges in e:
1. O 0.0580
2. C -0.2275
3. C -0.1621
4. C -0.1882
5. O 0.0019
6. H 0.1533
7. H 0.0776
8. H 0.1649
9. H 0.1220

***

3.
Computed, not measured: a 2-piece molecular cluster, C2H2F2O overall, with ωB97M-V/def2-TZVPD.

Structure (XYZ):
```
7
Properties=species:S:1:pos:R:3:forces:R:3
C -1.8838 0.3746 0.6633 0.9 -1.2 -0.3
C 1.6088 -0.6512 -0.5949 3.2 1.3 4.8
O 2.4136 -0.6630 0.3381 -2.3 -0.2 -3.3
F -2.9872 0.8554 0.1934 0.0 0.7 0.5
F 1.2718 0.4934 -1.1590 -0.1 0.1 -0.6
H -1.4390 1.0542 1.4452 -0.9 0.5 -0.3
H 1.0158 -1.4634 -0.8860 -0.8 -1.2 -0.9
```
Forces are in eV/Å.

Charge: 0
Gap between HOMO and LUMO, eV: 9.03
Energy, eV: -9584.6294

Population analysis type Löwdin, resulting atomic charges in e:
1. C 0.0544
2. C -0.2913
3. O 0.0709
4. F -0.0258
5. F 0.0789
6. H -0.0032
7. H 0.1161

***

4.
Computed, not measured: BrCdH10O5 as an isolated structure, with ωB97M-V/def2-TZVPD.

Structure (XYZ):
```
17
Properties=species:S:1:pos:R:3:forces:R:3
Cd -0.0613 -0.2035 0.3153 -0.4 -3.5 3.4
Br -0.6363 -2.0077 2.3327 0.1 0.5 -0.7
O 1.3063 -1.4627 -0.6143 1.9 -1.2 -1.4
H 2.1243 -1.2708 -1.0730 0.4 0.1 -0.2
H 1.3081 -2.4140 -0.5082 -0.3 -0.6 0.4
O -1.4810 1.0383 1.0516 -2.1 2.4 0.9
H -1.7631 1.8646 0.6593 -0.3 0.3 -0.1
H -2.0828 0.9023 1.7834 -0.1 -0.5 0.6
O -1.3947 -1.0568 -0.9990 -1.9 -1.0 -1.9
H -1.2630 -1.1427 -1.9432 0.1 0.1 -0.4
H -2.0240 -1.7442 -0.7810 -0.3 -0.4 0.5
O 0.1223 1.2820 -1.1271 0.2 2.0 -1.9
H -0.3688 2.1032 -1.1009 -0.2 0.4 -0.1
H 0.6555 1.3464 -1.9195 0.3 0.0 -0.4
O 1.5279 0.7393 1.1911 2.3 1.4 1.1
H 2.3880 0.3545 1.3598 0.3 -0.4 0.3
H 1.6424 1.6720 1.3731 -0.1 0.4 0.2
```
Forces are in eV/Å.

Charge: +1
Gap between HOMO and LUMO, eV: 7.53
Energy, eV: -85000.5401

Population analysis type Löwdin, resulting atomic charges in e:
1. Cd 1.1333
2. Br -0.3619
3. O -0.1198
4. H 0.0813
5. H 0.0785
6. O -0.1330
7. H 0.0739
8. H 0.0780
9. O -0.1309
10. H 0.0766
11. H 0.0765
12. O -0.0822
13. H 0.0812
14. H 0.0934
15. O -0.1136
16. H 0.0848
17. H 0.0838

***

no.,F_max (eV/A),HOMO (eV)
1,6.97,-9.264
2,7.19,-10.206
3,5.94,-9.616
4,4.86,-11.507